(1)
# C6H12NO

The ion C6H12NO with charge +1 at a distorted geometry (ωB97M-V/def2-TZVPD, the OMol25 dataset).

Summary:
HOMO energy   -0.48608 hartree
F_max   0.079 Eh/bohr
Energy above the lowest of the compared OMol25 structures with the same formula, charge and spin   76.4 kcal/mol
Charge   +1

XYZ file:
```
20
Properties=species:S:1:pos:R:3:forces:R:3
C 1.717 -1.492 0.986 0.5 -0.3 1.9
C 0.754 -1.813 -0.170 -0.8 -0.6 1.2
C -0.318 -0.826 -0.330 0.8 -1.4 -3.7
C -0.145 0.411 -1.013 -0.2 1.6 0.1
C -0.886 1.555 -0.345 0.1 0.3 0.6
C -1.586 2.494 -0.984 0.0 -0.3 -0.9
O -2.049 3.537 -0.317 -0.2 0.6 0.5
N 1.054 -1.291 2.295 -0.3 0.1 -1.1
H 2.394 -2.327 1.151 0.1 -0.1 -0.5
H 2.349 -0.626 0.801 -0.2 0.1 -0.4
H 0.256 -2.770 -0.012 0.2 -0.1 0.4
H 1.340 -1.973 -1.083 0.0 0.8 -0.3
H 0.866 0.707 -1.296 0.2 -0.3 0.3
H -0.724 0.248 -1.947 0.0 -0.3 0.0
H -0.682 1.767 0.699 0.1 -0.3 0.0
H -1.815 2.455 -2.052 0.1 -0.1 0.1
H -2.283 4.298 -0.864 0.0 -0.3 -0.1
H 0.120 -0.951 2.115 -0.2 0.2 0.6
H 0.940 -2.134 2.843 0.2 -0.1 -0.1
H -1.303 -1.268 -0.473 -0.5 0.5 1.3
```
Forces are in eV/Å.

***

(2)
# H22O11

A cluster of 11 separate species, H22O11 in total at a distorted geometry (ωB97M-V/def2-TZVPD, the OMol25 dataset).

Summary:
Structure (SMILES)   O.O.O.O.O.O.O.O.O.O.O
HOMO energy   -0.41199 hartree
F_max   0.039 Eh/bohr
Energy above the lowest of the compared OMol25 structures with the same formula, charge and spin   64.7 kcal/mol
Charge   0

XYZ file:
```
33
Properties=species:S:1:pos:R:3:forces:R:3
O -1.323 -0.941 0.450 -0.5 0.3 0.6
H -0.480 -1.266 0.759 0.0 -0.3 -0.3
H -1.287 -0.741 -0.488 0.2 -0.1 -0.3
O -1.900 0.013 -2.578 -1.4 0.7 -1.3
H -1.993 -0.064 -3.544 1.3 -0.2 -0.1
H -2.857 0.214 -2.542 0.3 -0.2 1.5
O -3.584 -2.220 -2.767 -0.7 0.4 0.1
H -3.413 -3.111 -2.457 0.2 -0.1 -0.3
H -3.155 -2.074 -3.617 0.3 -0.6 0.2
O -0.911 -1.968 -4.324 -0.4 0.2 -0.3
H -0.348 -2.738 -4.439 0.1 0.2 0.3
H -0.700 -1.506 -3.504 0.3 -0.5 0.1
O -1.406 -1.515 4.297 0.1 0.4 -0.3
H -1.599 -0.585 4.115 -0.1 0.0 0.3
H -0.816 -1.714 3.563 0.0 -0.3 0.1
O 2.590 1.064 1.275 -0.5 -0.1 0.0
H 1.919 1.595 1.732 0.5 0.1 -0.1
H 2.349 0.153 1.471 0.2 0.0 0.2
O 1.254 2.935 -0.888 0.2 0.3 0.1
H 1.106 1.986 -0.928 -0.1 0.0 0.0
H 0.414 3.366 -0.710 -0.1 -0.3 -0.2
O 5.294 -1.067 0.106 -0.4 -0.2 0.2
H 5.203 -1.783 -0.532 0.1 0.0 0.0
H 4.908 -1.421 0.920 0.3 0.1 -0.2
O 1.552 -1.330 -0.665 0.0 -0.3 -0.1
H 2.476 -1.223 -0.413 0.0 0.2 0.0
H 1.026 -0.952 0.042 0.3 0.3 -0.1
O -1.553 3.703 2.150 0.2 0.2 0.2
H -1.840 4.232 2.905 -0.2 -0.1 -0.1
H -0.697 4.092 1.929 -0.1 0.0 -0.1
O 0.075 1.563 3.244 0.2 -0.2 0.0
H -0.648 2.170 3.015 0.1 -0.1 -0.3
H 0.342 1.134 2.421 -0.6 0.1 0.2
```
Forces are in eV/Å.

***

(3)
# C3H12N2O2

A structure of composition C3H12N2O2 at a distorted geometry (ωB97M-V/def2-TZVPD, the OMol25 dataset).

Summary:
HOMO energy   -0.29333 hartree
F_max   0.074 Eh/bohr
Energy above the lowest of the compared OMol25 structures with the same formula, charge and spin   156.8 kcal/mol
Charge   0

XYZ file:
```
19
Properties=species:S:1:pos:R:3:forces:R:3
C -0.562 0.702 -0.911 3.4 0.1 0.4
C -2.519 -1.220 0.519 0.5 -0.3 0.0
O -1.136 -1.151 0.559 0.9 -0.3 0.6
H -2.942 -0.742 -0.385 -0.1 -0.1 -0.1
H 0.039 1.392 -1.500 -0.3 0.3 -0.1
H -1.166 0.065 -1.546 0.3 -0.5 0.4
H -1.098 1.206 -0.118 0.1 -0.3 0.1
H -2.966 -0.704 1.382 0.0 0.0 0.0
H -2.890 -2.255 0.565 -0.1 0.0 -0.2
C 2.165 -0.025 -0.901 0.0 0.5 -0.4
N 1.102 0.284 1.200 -0.3 0.5 0.0
N 0.928 -0.120 -0.146 -3.7 -0.9 -0.2
O 1.153 1.730 1.279 -0.2 -0.7 -0.3
H 2.021 1.903 1.657 0.0 -0.1 0.0
H 0.181 0.036 1.584 0.1 0.0 0.1
H 0.233 -1.185 0.065 -0.4 2.1 -0.5
H 2.983 -0.533 -0.388 -0.3 -0.2 0.0
H 2.011 -0.406 -1.910 0.0 -0.2 0.1
H 2.462 1.022 -1.003 -0.1 0.0 0.1
```
Forces are in eV/Å.

***

(4)
# BeH16O8

A structure of composition BeH16O8 at a distorted geometry (ωB97M-V/def2-TZVPD, the OMol25 dataset).

Summary:
HOMO energy   -0.69109 hartree
F_max   0.026 Eh/bohr
Energy above the lowest of the compared OMol25 structures with the same formula, charge and spin   22.9 kcal/mol
Charge   +2

XYZ file:
```
25
Properties=species:S:1:pos:R:3:forces:R:3
Be -12.436 -19.150 13.586 0.2 0.0 0.0
O -10.796 -17.359 12.914 -1.0 -0.9 0.3
H -10.737 -17.051 12.010 -0.2 0.1 -0.4
H -9.928 -17.193 13.282 0.3 -0.1 0.4
O -13.784 -17.289 12.457 0.6 -1.1 0.4
H -14.340 -16.585 12.791 -0.2 0.2 0.5
H -13.849 -17.215 11.505 0.1 -0.1 -0.4
O -14.022 -20.328 11.916 0.5 0.5 0.7
H -14.754 -19.951 11.429 -0.3 0.4 -0.1
H -13.974 -21.235 11.614 0.1 -0.3 -0.1
O -11.160 -20.431 11.614 -0.5 0.5 0.6
H -11.654 -21.136 11.194 -0.2 -0.2 -0.1
H -10.274 -20.517 11.263 0.4 0.1 0.0
O -10.207 -20.185 14.512 -1.0 0.5 -0.1
H -9.394 -20.486 14.107 0.2 -0.2 -0.4
H -10.054 -20.275 15.452 0.1 0.0 0.3
O -11.848 -17.988 15.750 -0.4 -0.9 -0.9
H -11.573 -17.144 16.108 0.0 0.6 -0.2
H -11.528 -18.632 16.382 0.0 -0.2 0.3
O -14.446 -19.221 15.209 0.8 0.1 -0.8
H -15.257 -19.693 15.020 -0.3 -0.2 -0.3
H -14.508 -18.999 16.138 0.2 0.3 0.4
O -12.922 -21.619 14.116 0.4 0.9 -0.3
H -12.665 -22.067 14.922 0.3 -0.1 0.3
H -13.629 -22.155 13.758 -0.4 0.0 -0.1
```
Forces are in eV/Å.

***

(5)
# C20H34N6O2

An isolated molecule of C20H34N6O2 (ωB97M-V/def2-TZVPD, the OMol25 dataset).

Summary:
Structure (SMILES)   CC1=CC[C@H](C(=O)N(C)CC[C@H](C)NC(=O)c2cn(CCN(C)C)nn2)CC1
HOMO energy   -0.31381 hartree
F_max   0.003 Eh/bohr
Energy above the lowest of the compared OMol25 structures with the same formula, charge and spin   24.2 kcal/mol
Charge   0

XYZ file:
```
62
Properties=species:S:1:pos:R:3:forces:R:3
C -1.098 4.895 3.894 0.0 0.0 0.0
C -1.672 3.511 3.812 0.0 0.0 0.0
C -2.976 3.272 3.919 0.0 0.0 0.0
C -3.604 1.913 3.783 0.0 0.0 0.0
C -2.637 0.921 3.139 0.0 0.0 0.0
C -3.158 -0.500 3.254 0.0 0.0 0.0
O -3.526 -0.931 4.338 0.0 0.0 0.0
N -3.166 -1.280 2.131 0.0 0.2 0.0
C -3.507 -2.685 2.249 0.0 0.0 0.0
C -2.662 -0.852 0.834 0.0 -0.2 -0.1
C -1.138 -0.854 0.750 0.0 -0.2 0.0
C -0.627 -0.887 -0.691 0.0 0.2 0.0
C -0.629 -2.288 -1.276 0.0 0.0 0.0
N 0.726 -0.347 -0.754 0.0 0.0 0.0
C 0.952 0.983 -0.564 0.0 0.0 0.0
O 0.056 1.770 -0.327 0.0 0.0 0.0
C 2.383 1.382 -0.622 0.0 0.0 0.0
C 3.502 0.663 -0.280 0.0 0.0 0.0
N 4.518 1.521 -0.480 0.0 0.0 0.0
C 5.933 1.358 -0.202 0.0 0.0 0.0
C 6.209 1.315 1.294 0.0 0.0 0.0
N 5.699 0.102 1.914 0.0 0.0 0.0
C 5.446 0.295 3.332 0.0 0.0 0.0
C 6.591 -1.024 1.702 0.0 0.0 0.0
N 4.058 2.703 -0.919 0.0 0.0 0.0
N 2.774 2.626 -1.003 0.0 0.0 0.0
C -1.281 1.024 3.847 0.0 0.0 0.0
C -0.678 2.399 3.592 0.0 0.0 0.0
H -0.537 5.131 2.985 0.0 0.0 0.0
H -1.877 5.646 4.022 0.0 0.0 0.0
H -0.397 4.978 4.729 0.0 0.0 0.0
H -3.648 4.106 4.097 0.0 0.0 0.0
H -3.914 1.523 4.756 0.0 0.0 0.0
H -4.513 1.991 3.179 0.0 0.0 0.0
H -2.491 1.217 2.100 0.0 0.0 0.0
H -3.784 -2.891 3.278 0.0 0.0 0.0
H -4.343 -2.931 1.591 0.0 0.0 0.0
H -2.653 -3.313 1.975 0.0 0.0 0.0
H -3.077 -1.550 0.102 0.0 0.0 0.0
H -3.053 0.129 0.566 0.0 0.0 0.0
H -0.752 0.037 1.242 0.0 0.0 0.0
H -0.747 -1.724 1.289 0.0 0.0 0.0
H -1.267 -0.235 -1.295 0.0 0.0 0.0
H -1.624 -2.729 -1.217 0.0 0.0 0.0
H -0.329 -2.281 -2.325 0.0 0.0 0.0
H 0.054 -2.935 -0.720 0.0 0.0 0.0
H 1.461 -0.914 -1.141 0.0 0.0 0.0
H 3.657 -0.320 0.126 0.0 0.0 0.0
H 6.289 0.456 -0.700 0.0 0.0 0.0
H 6.425 2.216 -0.656 0.0 0.0 0.0
H 7.292 1.434 1.461 0.0 0.0 0.0
H 5.717 2.176 1.749 0.0 0.0 0.0
H 5.027 -0.618 3.756 0.0 0.0 0.0
H 6.362 0.543 3.893 0.0 0.0 0.0
H 4.725 1.099 3.474 0.0 0.0 0.0
H 6.149 -1.927 2.122 0.0 0.0 0.0
H 6.752 -1.197 0.638 0.0 0.0 0.0
H 7.575 -0.869 2.174 0.0 0.0 0.0
H -1.443 0.866 4.916 0.0 0.0 0.0
H -0.600 0.239 3.507 0.0 0.0 0.0
H -0.295 2.463 2.565 0.0 0.0 0.0
H 0.185 2.559 4.246 0.0 0.0 0.0
```
Forces are in eV/Å.

***

(6)
# C6H12

A cluster of 2 separate species, C6H12 in total at a distorted geometry (ωB97M-V/def2-TZVPD, the OMol25 dataset).

Summary:
HOMO energy (alpha / beta)   -0.19670 / -0.34593 hartree
Spin multiplicity   3
F_max   0.217 Eh/bohr
⟨S²⟩   2.005
Energy above the lowest of the compared OMol25 structures with the same formula, charge and spin   39.0 kcal/mol
Charge   0

XYZ file:
```
18
Properties=species:S:1:pos:R:3:forces:R:3
C 1.861 -0.248 1.627 -1.9 -11.0 0.3
C 2.362 0.962 1.530 3.1 9.3 -0.5
C -0.676 -0.202 -2.071 -1.4 2.9 -2.1
C -1.417 0.903 0.073 -1.3 -1.1 3.5
C -0.878 -1.555 -0.141 -0.4 -3.2 0.6
C -0.972 -0.364 -0.633 1.0 1.8 -0.2
H 0.828 -0.500 1.676 -0.4 -0.1 0.1
H 2.570 -1.023 1.262 -1.1 0.0 0.2
H 1.653 1.743 1.669 0.2 1.2 -0.2
H -0.085 0.692 -2.421 -0.1 -0.5 1.1
H -0.270 -0.988 -2.712 -0.6 -0.5 0.7
H -1.704 0.179 -2.398 1.0 -0.9 -0.6
H -2.424 1.184 -0.273 0.8 0.8 -0.8
H -0.609 1.651 0.217 -0.9 -0.1 -0.8
H -1.825 0.728 1.197 1.5 -0.3 -2.1
H 3.414 1.096 1.374 0.1 0.6 0.2
H -1.151 -1.861 0.869 0.1 0.3 -0.1
H -0.678 -2.398 -0.844 0.1 0.7 0.8
```
Forces are in eV/Å.